No. 1
DFT (ωB97M-V with the def2-TZVPD basis set) results for a molecular structure, C32H29Cl5N5O4S2Tc at a distorted geometry.

The geometry in XYZ format:
```
78
Properties=species:S:1:pos:R:3:lowdin_charge:R:1
Tc -0.4301 0.2705 -0.0307 1.13
Cl -1.6405 -2.7702 -0.5972 0.72
C -0.0793 -2.4909 -1.3086 -0.66
C 0.4578 -1.1936 -1.3557 -0.28
C 1.6318 -1.0910 -2.1072 -0.68
Cl 2.3444 0.4534 -2.3421 0.80
C 2.3062 -2.1774 -2.6516 -0.73
Cl 3.7744 -1.9688 -3.5040 0.70
C 1.8064 -3.4586 -2.4622 -0.73
Cl 2.6851 -4.8208 -3.0070 0.69
C 0.5873 -3.6072 -1.8118 -0.72
Cl -0.0627 -5.1795 -1.6109 0.69
C 2.5394 0.5640 5.2020 -0.07
C 2.7759 -0.2924 3.9520 -0.18
C 3.7601 0.3805 3.0351 -0.17
C 5.1238 0.2406 3.2672 -0.03
C 6.0541 0.9075 2.4921 -0.06
C 5.6290 1.7563 1.4878 -0.03
C 4.2767 1.9187 1.2133 -0.18
C 3.8539 2.8539 0.1141 -0.20
C 3.8902 4.3083 0.5919 -0.07
C 3.3556 1.1959 1.9794 -0.15
N 1.9687 1.2771 1.5890 -0.01
C 1.3391 2.3937 1.9864 0.04
C 0.1129 2.8396 1.5600 -0.26
C -0.5726 4.0346 1.9235 0.01
C -1.7249 4.0598 1.1786 -0.02
C -1.7261 2.8939 0.3885 -0.12
N -0.6464 2.1689 0.6190 -0.12
H 1.8768 0.0461 5.8916 0.07
H 2.0792 1.5127 4.9347 0.07
H 3.4786 0.7731 5.7104 0.08
H 1.8227 -0.4584 3.4495 0.10
H 3.1775 -1.2633 4.2527 0.12
H 5.4534 -0.4163 4.0560 0.12
H 7.1100 0.7646 2.6722 0.11
H 6.3506 2.2889 0.8856 0.12
H 2.8476 2.6192 -0.2305 0.06
H 4.5379 2.7446 -0.7311 0.12
H 3.2184 4.4419 1.4343 0.06
H 3.5688 4.9672 -0.2102 0.08
H 4.8944 4.5861 0.9045 0.07
H 1.8735 2.9850 2.7185 0.15
H -0.2264 4.7632 2.6327 0.11
H -2.5042 4.7964 1.1905 0.11
H -2.4856 2.5894 -0.3066 0.11
O -2.4502 0.0453 -0.8619 -0.56
S -3.1802 -0.2095 0.4070 0.09
O -4.0235 -1.3667 0.3341 -0.38
O -3.7732 0.9961 0.9251 -0.37
S -1.5989 -0.6148 1.7055 0.44
C -1.3682 2.4227 -5.3189 -0.02
N -0.9002 2.3798 -3.9591 -0.09
C -0.0959 3.4230 -3.3824 -0.03
C 0.3049 2.8014 -2.0441 -0.50
O 0.9900 3.3279 -1.2056 0.07
N -0.2612 1.5577 -1.9839 0.03
C -0.9283 1.3321 -3.1156 -0.39
N -1.5220 0.1764 -3.3952 0.24
H -1.5061 3.4656 -5.6039 0.10
H -2.3298 1.9147 -5.4151 0.09
H -0.6488 1.9622 -6.0046 0.10
H -0.6683 4.3395 -3.2121 0.14
H 0.7791 3.6596 -3.9908 0.14
H -1.8166 -0.3423 -2.5718 0.07
H -2.0984 0.1018 -4.2182 0.12
C 1.4082 0.2893 0.8292 -0.16
C 2.2549 -0.9300 0.7657 -0.26
C 1.7257 -2.1035 1.3096 -0.06
C 2.4274 -3.2916 1.2601 -0.06
C 3.6670 -3.3424 0.6454 -0.07
C 4.2037 -2.1878 0.1047 -0.07
C 3.5140 -0.9902 0.1682 -0.08
H 0.7622 -2.0594 1.7933 0.07
H 2.0005 -4.1823 1.6948 0.11
H 4.2066 -4.2757 0.5842 0.11
H 5.1689 -2.2209 -0.3775 0.11
H 3.9497 -0.1054 -0.2676 0.09
```

**Energy relative to the best compared isomer or geometry (same formula, charge and spin)**: 1.037 eV
**Lowest unoccupied orbital energy**: -1.28 eV
**HOMO level**: -7.948 eV
**Kohn-Sham gap**: 6.67 eV


No. 2
DFT (ωB97M-V with the def2-TZVPD basis set) results for a molecular structure, C32H29F4N3O2PPb.

The geometry in XYZ format:
```
72
Properties=species:S:1:pos:R:3:lowdin_charge:R:1
Pb 0.7955 -0.1996 0.3312 1.34
C 0.3822 -1.2944 -2.8069 -0.10
N 1.1067 -0.1795 -2.1820 -0.35
C 0.6717 1.0679 -2.8132 -0.11
C 2.5621 -0.3709 -2.3218 -0.20
C 3.3364 0.5887 -1.4310 -0.23
N 2.9974 0.3971 -0.0316 -0.14
C 3.8812 -0.1636 0.8297 -0.22
C 3.6255 -0.0399 2.2152 -0.18
F 2.5372 0.6748 2.5957 0.02
C 4.4259 -0.5797 3.1913 -0.23
F 4.0955 -0.3908 4.4849 0.07
C 5.5678 -1.2919 2.8809 0.04
C 5.8476 -1.4330 1.5361 -0.23
F 6.9370 -2.1363 1.1711 0.07
C 5.0493 -0.9080 0.5421 -0.15
F 5.4102 -1.1707 -0.7306 0.07
H 0.6009 -1.3309 -3.8834 0.09
H -0.6897 -1.1465 -2.6677 0.08
H 0.6677 -2.2252 -2.3248 0.06
H 0.8938 1.0449 -3.8899 0.09
H 1.1572 1.9279 -2.3610 0.07
H -0.4028 1.1813 -2.6753 0.05
H 2.8418 -0.2405 -3.3788 0.13
H 2.7955 -1.3948 -2.0164 0.10
H 3.1018 1.6257 -1.7028 0.10
H 4.3969 0.4587 -1.6318 0.11
H 6.1978 -1.7238 3.6427 0.12
C -3.1602 -0.7648 3.6870 -0.09
C -2.8909 -1.6071 2.6207 -0.07
C -2.6424 -1.0767 1.3598 -0.13
C -2.6666 0.3021 1.1636 -0.42
C -2.9176 1.1452 2.2473 -0.10
C -3.1692 0.6146 3.5016 -0.09
P -2.2885 0.9195 -0.5158 1.06
C -3.8817 1.6553 -1.0450 -0.37
C -3.9004 2.3206 -2.2736 -0.12
C -5.0698 2.8737 -2.7683 -0.10
C -6.2536 2.7530 -2.0505 -0.11
C -6.2521 2.0794 -0.8394 -0.09
C -5.0746 1.5368 -0.3376 -0.08
C -1.2405 2.3814 -0.1511 -0.44
C -1.6866 3.7001 -0.1461 -0.11
C -0.7915 4.7272 0.1321 -0.11
C 0.5337 4.4286 0.4155 -0.10
C 0.9659 3.1042 0.4200 -0.14
C 0.0993 2.0548 0.1189 -0.35
H -3.3427 -1.1782 4.6717 0.10
H -2.8407 -2.6793 2.7599 0.10
H -2.3740 -1.7491 0.5524 0.08
H -2.8963 2.2198 2.1040 0.11
H -3.3558 1.2748 4.3399 0.10
H -2.9819 2.4095 -2.8444 0.10
H -5.0594 3.3929 -3.7188 0.10
H -7.1712 3.1781 -2.4382 0.09
H -7.1708 1.9741 -0.2753 0.10
H -5.0883 1.0159 0.6112 0.10
H -2.7243 3.9355 -0.3566 0.09
H -1.1333 5.7558 0.1321 0.09
H 1.2323 5.2296 0.6327 0.09
H 2.0053 2.8803 0.6465 0.08
O -1.0978 -3.7567 0.5187 -0.02
C 0.0819 -4.0232 0.3021 -0.54
C 0.7132 -5.3639 0.7151 -0.11
C 2.1706 -5.1995 0.3197 -0.11
C 2.1952 -3.8219 -0.3603 -0.53
O 3.2075 -3.3490 -0.8669 0.00
N 0.9818 -3.2191 -0.3109 0.06
H 0.2024 -6.1647 0.1776 0.11
H 0.5464 -5.5291 1.7800 0.11
H 2.5432 -5.9543 -0.3731 0.11
H 2.8541 -5.1730 1.1700 0.11
```

**Charge**: -1
**Energy relative to the best compared isomer or geometry (same formula, charge and spin)**: 0.052 eV
**Lowest unoccupied orbital energy**: 2.57 eV
**HOMO level**: -4.559 eV
**Kohn-Sham gap**: 7.13 eV


No. 3
DFT (ωB97M-V with the def2-TZVPD basis set) results for a molecular structure, C32H29F4N6O3Ru at a distorted geometry.

The geometry in XYZ format:
```
75
Properties=species:S:1:pos:R:3:lowdin_charge:R:1
Ru 1.7483 0.0061 2.7681 1.36
C 2.7841 -1.3714 5.3916 -0.07
C 2.3198 0.0455 5.6707 -0.21
N 2.4752 0.9733 4.4979 -0.30
C 3.9076 1.3986 4.4042 -0.22
C 4.2115 2.2894 3.2128 -0.07
C 1.6125 2.1698 4.7167 -0.14
C 0.1515 1.8264 4.4833 -0.15
N 0.0514 0.7979 3.4574 -0.05
C -1.1850 0.5733 2.8674 -0.16
C -1.7092 -0.7222 2.8582 -0.16
F -1.0561 -1.6754 3.5285 0.11
C -2.9069 -1.0042 2.2257 -0.20
F -3.3723 -2.2463 2.2574 0.14
C -3.6139 -0.0101 1.5756 0.13
C -3.1062 1.2773 1.5778 -0.19
F -3.7484 2.2489 0.9418 0.14
C -1.9182 1.5752 2.2211 -0.14
F -1.4231 2.8154 2.1561 0.12
H 2.6691 -1.9660 6.2971 0.10
H 3.8309 -1.4306 5.0981 0.08
H 2.1687 -1.8530 4.6221 0.05
H 2.8721 0.4808 6.5079 0.14
H 1.2661 0.0377 5.9439 0.12
H 4.5036 0.4897 4.3574 0.11
H 4.1689 1.9040 5.3384 0.14
H 3.8094 1.8909 2.2770 0.04
H 5.2914 2.3605 3.0900 0.10
H 3.8443 3.3063 3.3393 0.08
H 1.9193 2.9378 4.0105 0.11
H 1.7723 2.5639 5.7243 0.15
H -0.4064 2.7202 4.1963 0.13
H -0.3382 1.4364 5.3842 0.14
H -4.5502 -0.2334 1.0832 0.16
C -3.7892 -0.9193 -9.8912 -0.05
O -3.4856 -1.9412 -8.9492 -0.05
C -2.9396 -1.6007 -7.7814 -0.27
C -2.6696 -2.6635 -6.9031 0.03
C -2.1067 -2.4204 -5.6767 -0.01
C -1.7936 -1.1088 -5.2854 -0.16
C -2.0657 -0.0613 -6.1627 -0.02
C -2.6325 -0.2918 -7.4025 0.00
C -1.2003 -0.8937 -3.9790 -0.23
N -0.9671 -1.8370 -3.0842 0.20
C -0.4100 -1.2031 -2.0229 -0.17
C -0.2966 0.1595 -2.2575 -0.12
N -0.8063 0.3389 -3.5141 0.20
C 0.2487 1.0617 -1.3071 -0.05
C 0.3984 2.4500 -1.4792 0.04
C 0.9377 3.2039 -0.4687 -0.01
C 1.3365 2.5704 0.7103 -0.11
N 1.2207 1.2690 0.8930 0.03
C 0.6808 0.5048 -0.0833 -0.14
C 0.5538 -0.9129 0.1773 -0.14
N 0.9621 -1.3773 1.3882 -0.05
C 0.8869 -2.6785 1.6393 -0.10
C 0.3804 -3.5976 0.7217 0.00
C -0.0630 -3.1478 -0.4985 0.06
C 0.0210 -1.7785 -0.7892 -0.05
H -4.2210 -1.4258 -10.7482 0.10
H -2.8853 -0.3908 -10.2000 0.10
H -4.5158 -0.2144 -9.4822 0.10
H -2.9143 -3.6672 -7.2201 0.13
H -1.8971 -3.2385 -5.0031 0.11
H -1.8443 0.9671 -5.9028 0.11
H -2.8297 0.5437 -8.0571 0.11
H -0.8800 1.1974 -4.0313 0.15
H 0.0920 2.9232 -2.4028 0.13
H 1.0602 4.2722 -0.5716 0.13
H 1.7594 3.1453 1.5254 0.11
H 1.2268 -3.0082 2.6137 0.12
H 0.3416 -4.6434 0.9882 0.13
H -0.4707 -3.8187 -1.2429 0.14
O 3.7001 -0.8973 2.3953 -0.12
O 3.8329 -0.4818 1.2633 0.07
```

**⟨S²⟩**: 8.783
**Charge**: +2
**Energy relative to the best compared isomer or geometry (same formula, charge and spin)**: 0.413 eV
**Lowest unoccupied orbital energy (spin up / spin down)**: -5.96 / -8.46 eV
**HOMO level (spin up / spin down)**: -11.951 / -11.950 eV
**2S+1**: 6
**Kohn-Sham gap (spin up / spin down)**: 5.99 / 3.49 eV